Formula: C3H4O2
Source: OMol25
Level of theory: the ωB97M-V functional and the def2-TZVPD basis

```
9
Properties=species:S:1:pos:R:3:lowdin_charge:R:1
O 1.873 0.949 0.200 -0.007
C 1.111 -0.122 0.596 -0.137
C -0.150 -0.294 0.253 -0.279
C -1.299 -0.171 -0.596 -0.051
O -1.166 -1.188 0.436 0.020
H 1.271 1.661 -0.050 0.101
H 1.652 -0.832 1.210 0.126
H -2.082 0.570 -0.444 0.111
H -1.209 -0.574 -1.603 0.115
```

Output
F_max = 0.00803 Eh/bohr
gap between HOMO and LUMO = 9.30 eV
DFT total energy = -7267.963 eV
charge = 0
ΔE to the lowest compared entry with this formula, charge and spin = 262.72 kJ/mol
highest occupied orbital energy = -8.554 eV



Formula: C26H60BBeBrFNO18SiV
Source: OMol25
Level of theory: the ωB97M-V functional and the def2-TZVPD basis

```
111
Properties=species:S:1:pos:R:3:lowdin_charge:R:1
C -2.360 -1.657 -1.070 -0.088
O -1.616 -1.925 0.170 -0.121
B -0.164 -2.050 -0.064 -0.458
O 0.397 -3.424 -0.304 -0.007
Si 1.127 -0.597 -0.042 0.588
O 2.175 -0.922 1.375 -0.308
F 0.290 0.916 0.318 -0.287
C 2.302 -0.546 -1.564 -0.270
C 1.785 0.370 -2.821 -0.709
C 1.440 1.930 -2.454 -0.177
Br 0.269 -0.491 -3.877 0.628
H -3.385 -1.080 -0.902 0.116
H -2.660 -2.642 -1.672 0.093
H -1.681 -0.944 -1.724 0.053
H -0.003 -3.804 -1.143 0.134
H 2.632 -0.065 1.661 -0.005
H 2.410 -1.657 -1.985 0.118
H 3.398 -0.268 -1.182 0.118
H 2.692 0.407 -3.598 0.112
H 2.173 2.315 -1.609 0.095
H 1.474 2.585 -3.437 0.081
H 0.307 1.991 -2.081 0.071
Be 1.019 0.657 2.701 0.602
C 5.114 -8.055 -1.367 -0.050
O 4.314 -6.874 -1.385 -0.012
C 3.847 -6.499 -0.167 -0.554
O 4.055 -7.074 0.889 0.107
O 3.108 -5.372 -0.330 -0.001
C 2.549 -4.858 0.878 -0.052
H 5.433 -8.262 -2.393 0.095
H 6.008 -7.906 -0.752 0.100
H 4.533 -8.910 -1.008 0.099
H 3.340 -4.582 1.582 0.080
H 1.865 -5.586 1.326 0.110
H 1.979 -3.958 0.630 0.053
C -3.366 -4.977 -4.875 -0.017
C -2.644 -5.255 -3.584 -0.469
O -2.473 -4.373 -2.745 0.023
C -2.139 -6.655 -3.360 -0.017
H -3.673 -3.926 -4.900 0.086
H -2.701 -5.166 -5.722 0.091
H -4.258 -5.604 -4.945 0.091
H -1.419 -6.920 -4.139 0.091
H -2.976 -7.357 -3.362 0.092
H -1.638 -6.709 -2.387 0.085
C -0.537 5.175 -5.222 -0.022
C -1.249 3.938 -4.744 -0.453
O -0.641 3.029 -4.181 0.019
C -2.733 3.856 -4.981 -0.012
H 0.529 5.095 -4.984 0.080
H -0.647 5.271 -6.306 0.084
H -0.943 6.056 -4.719 0.098
H -2.941 3.894 -6.053 0.095
H -3.238 4.678 -4.467 0.088
H -3.113 2.909 -4.583 0.087
O 6.937 -3.936 7.361 0.082
C 5.964 -4.092 6.626 -0.504
O 5.648 -5.320 6.160 -0.004
C 4.422 -5.642 5.477 -0.223
C 4.546 -5.380 3.990 -0.072
C 5.166 -2.913 6.151 -0.002
H 3.570 -5.123 5.927 0.112
H 4.250 -6.712 5.640 0.127
H 4.723 -4.322 3.782 0.066
H 3.635 -5.688 3.467 0.066
H 5.394 -5.932 3.573 0.093
H 5.613 -2.519 5.236 0.093
H 5.195 -2.140 6.926 0.093
H 4.113 -3.137 5.988 0.067
O 1.350 5.546 -7.216 -0.074
H 1.532 4.645 -7.020 -0.036
C -1.949 -3.598 3.089 -0.924
O -2.462 -4.632 2.691 0.287
O -2.563 -2.624 3.540 0.322
O -0.734 -3.365 3.104 0.312
O 1.795 4.425 -9.987 -0.080
H 1.863 5.325 -9.634 0.017
H 1.662 4.556 -10.938 0.038
C -2.820 3.257 0.478 -0.042
C -2.685 3.605 1.957 -0.153
N -1.406 4.404 2.306 -0.220
C -0.182 3.542 1.918 -0.043
C -1.293 4.576 3.845 -0.144
C -2.370 5.410 4.509 -0.053
C -1.259 5.744 1.522 -0.043
C -2.438 6.736 1.589 -0.187
O -3.625 6.171 1.048 -0.212
C -4.813 6.737 1.592 -0.068
H -2.037 2.570 0.145 0.070
H -3.776 2.747 0.315 0.090
H -2.806 4.133 -0.173 0.079
H -2.645 2.680 2.542 0.132
H -3.551 4.167 2.303 0.095
H -0.280 2.564 2.401 -0.031
H 0.722 4.050 2.267 0.107
H -0.145 3.436 0.832 0.088
H -0.309 5.014 4.048 0.133
H -1.310 3.564 4.265 0.132
H -2.134 6.475 4.456 0.078
H -2.400 5.175 5.579 0.102
H -3.373 5.240 4.116 0.076
H -1.089 5.466 0.477 0.130
H -0.349 6.223 1.901 0.143
H -2.183 7.608 0.975 0.142
H -2.594 7.105 2.600 0.096
H -4.650 7.728 2.024 0.098
H -5.196 6.059 2.360 0.085
H -5.556 6.810 0.797 0.098
O -5.843 2.606 4.449 -0.621
V -6.162 1.820 2.910 1.109
O -6.482 1.035 1.371 -0.600
```

Output
F_max = 0.10569 Eh/bohr
gap between HOMO and LUMO = 1.17 eV
DFT total energy = -173659.268 eV
charge = +1
highest occupied orbital energy = -9.739 eV



Formula: CHClF2O
Source: OMol25
Level of theory: the ωB97M-V functional and the def2-TZVPD basis

```
6
Properties=species:S:1:pos:R:3:lowdin_charge:R:1
O -0.710 -0.572 -0.680 0.066
C 0.085 -0.084 0.267 -0.994
F 0.760 -1.070 0.880 0.078
F -0.646 0.505 1.341 -0.010
Cl 1.179 1.188 -0.332 0.724
H -0.669 0.033 -1.475 0.134
```

Output
F_max = 0.04857 Eh/bohr
gap between HOMO and LUMO = 12.74 eV
DFT total energy = -21058.218 eV
charge = 0
ΔE to the lowest compared entry with this formula, charge and spin = 20.55 kJ/mol
highest occupied orbital energy = -12.258 eV



Formula: C8H14N2PSZn
Source: OMol25
Level of theory: the ωB97M-V functional and the def2-TZVPD basis

```
27
Properties=species:S:1:pos:R:3:lowdin_charge:R:1
C 1.423 0.277 -3.583 -0.242
C 2.809 0.305 -3.316 -0.243
C 3.179 1.643 -2.959 -0.227
C 2.000 2.452 -2.971 -0.227
C 0.900 1.613 -3.336 -0.232
Zn -1.457 -0.434 -0.811 -0.118
P -0.981 -2.589 -1.069 0.510
H 0.870 -0.574 -3.974 0.036
H 3.515 -0.513 -3.465 0.046
H 4.190 2.000 -2.759 0.043
H -0.147 1.906 -3.418 0.039
H 1.956 3.516 -2.735 0.047
H -0.248 -3.148 0.019 -0.162
H -0.237 -2.934 -2.240 -0.129
H -2.168 -3.378 -1.145 -0.127
S -0.155 0.966 0.494 0.442
C -0.782 0.432 2.014 -0.876
N -1.980 0.769 2.523 0.013
C -2.260 0.132 3.791 -0.161
C -1.031 -0.748 4.017 -0.156
N -0.172 -0.394 2.892 0.012
H -2.599 1.427 2.060 0.134
H -3.179 -0.455 3.738 0.111
H -2.364 0.882 4.580 0.112
H -1.289 -1.815 3.988 0.109
H -0.527 -0.530 4.958 0.109
H 0.734 -0.811 2.711 0.134
```

Output
F_max = 0.06052 Eh/bohr
gap between HOMO and LUMO (spin up / spin down) = 3.90 / 3.90 eV
DFT total energy = -80041.290 eV
charge = -1
ΔE to the lowest compared entry with this formula, charge and spin = 39.34 kJ/mol
highest occupied orbital energy (spin up / spin down) = -1.621 / -1.620 eV



Formula: C4H9NO
Source: OMol25
Level of theory: the ωB97M-V functional and the def2-TZVPD basis

```
15
Properties=species:S:1:pos:R:3:lowdin_charge:R:1
C 1.548 0.645 0.250 -0.059
C 0.049 0.378 0.268 -0.416
C -0.711 1.082 -0.849 -0.059
N -0.183 -1.064 0.168 -0.048
C -1.539 -1.618 0.226 -0.208
O -0.925 -1.837 1.430 -0.050
H 1.741 1.716 0.360 0.084
H 1.991 0.322 -0.700 0.085
H 2.057 0.125 1.070 0.082
H -0.368 0.678 1.237 0.150
H -1.743 0.719 -0.865 0.068
H -0.246 0.891 -1.823 0.084
H -0.714 2.162 -0.673 0.083
H 0.638 -1.658 0.283 0.145
H -1.595 -2.542 -0.383 0.057
```

Output
F_max = 0.00869 Eh/bohr
gap between HOMO and LUMO (spin up / spin down) = 7.65 / 7.91 eV
DFT total energy = -7826.217 eV
charge = 0
ΔE to the lowest compared entry with this formula, charge and spin = 588.84 kJ/mol
highest occupied orbital energy (spin up / spin down) = -7.337 / -7.489 eV